1.
{"formula": "C25H24BBrCrF6N3O8S4", "method": "wB97M-V/def2-TZVPD", "homo_ev": [-5.808, -6.866], "multiplicity": 5, "charge": -1, "relative_energy_kcal_mol": 25.3, "orbital_gap_ev": [7.80, 8.86], "elements": ["Cr", "F", "C", "F", "F", "S", "O", "O", "N", "S", "O", "O", "C", "F", "F", "F", "O", "S", "C", "C", "C", "C", "S", "O", "C", "C", "C", "C", "C", "C", "C", "C", "C", "C", "C", "C", "H", "H", "H", "H", "H", "H", "H", "H", "H", "H", "H", "H", "H", "H", "H", "H", "H", "H", "B", "C", "N", "H", "H", "H", "Br", "C", "C", "N", "C", "C", "C", "C", "O", "O", "H", "H", "H"], "xyz": [[0.416, 0.329, -0.254], [2.018, -2.578, -0.245], [1.564, -3.127, 0.881], [2.550, -3.824, 1.449], [0.574, -3.965, 0.570], [0.925, -1.860, 2.056], [-0.070, -1.155, 1.249], [0.417, -2.646, 3.135], [2.166, -1.031, 2.508], [2.814, 0.219, 1.759], [2.400, 0.321, 0.343], [3.166, 1.365, 2.521], [4.477, -0.544, 1.517], [4.996, -0.917, 2.687], [5.293, 0.356, 0.959], [4.434, -1.614, 0.721], [-0.596, -1.715, -1.536], [-0.938, -2.609, -2.680], [-2.280, -1.785, -3.645], [-2.535, -0.342, -3.208], [-3.607, -0.228, -2.123], [-3.832, 1.211, -1.653], [-2.521, 1.771, -0.503], [-1.589, 0.585, -0.552], [-3.374, 1.573, 1.049], [-4.233, 2.576, 1.474], [-4.822, 2.471, 2.724], [-4.539, 1.378, 3.534], [-3.674, 0.388, 3.095], [-3.078, 0.479, 1.843], [0.356, -2.414, -3.899], [0.460, -3.340, -4.929], [1.477, -3.201, -5.859], [2.379, -2.147, -5.751], [2.268, -1.234, -4.713], [1.255, -1.370, -3.772], [-3.164, -2.411, -3.511], [-1.969, -1.841, -4.687], [-2.853, 0.231, -4.084], [-1.600, 0.097, -2.857], [-3.338, -0.854, -1.271], [-4.555, -0.601, -2.523], [-4.778, 1.331, -1.126], [-3.809, 1.904, -2.496], [-4.423, 3.440, 0.848], [-5.479, 3.255, 3.076], [-4.985, 1.308, 4.518], [-3.439, -0.454, 3.734], [-2.370, -0.266, 1.502], [-0.241, -4.164, -4.998], [1.573, -3.918, -6.664], [3.176, -2.046, -6.475], [2.961, -0.408, -4.628], [1.164, -0.671, -2.954], [1.324, 2.820, -4.192], [1.046, 2.064, -2.826], [0.857, 1.445, -1.869], [0.762, 2.173, -5.058], [2.528, 2.828, -4.355], [0.872, 3.941, -4.105], [-1.462, 1.286, 7.284], [-1.453, 2.291, 5.674], [-2.114, 3.509, 5.631], [-2.179, 4.250, 4.530], [-1.577, 3.777, 3.437], [-0.883, 2.576, 3.397], [-0.813, 1.811, 4.549], [-0.207, 2.111, 2.113], [-0.500, 2.705, 1.056], [0.553, 1.120, 2.228], [-2.603, 3.895, 6.518], [-1.641, 4.374, 2.536], [-0.273, 0.873, 4.540]], "lowdin_charge": [0.7556, 0.1319, -0.6731, 0.1392, 0.1377, 0.6277, -0.3570, -0.2502, -0.2693, 0.6885, -0.3721, -0.2244, -0.6750, 0.1332, 0.1330, 0.1310, -0.5402, 1.0110, -0.2914, -0.2308, -0.2348, -0.2840, 1.0822, -0.6113, -0.3751, -0.0871, -0.0809, -0.0791, -0.0566, -0.0452, -0.3881, -0.1024, -0.0895, -0.0801, -0.0451, -0.0470, 0.0815, 0.0847, 0.1218, 0.0906, 0.1136, 0.1167, 0.0871, 0.0892, 0.1156, 0.1052, 0.1051, 0.1151, 0.1058, 0.1065, 0.0994, 0.1015, 0.1151, 0.0769, -0.4266, -0.1739, 0.0627, -0.0062, -0.0049, -0.0086, 0.7058, -0.6720, -0.2143, 0.0709, -0.0857, -0.0947, -0.0466, -0.5981, -0.0500, -0.1078, 0.0932, 0.1196, 0.1246]}

2.
{"formula": "C25H24BCoN8OS2", "method": "wB97M-V/def2-TZVPD", "homo_ev": [-3.981, -4.229], "multiplicity": 4, "charge": -1, "orbital_gap_ev": [6.74, 6.99], "elements": ["Co", "C", "C", "N", "N", "C", "S", "S", "C", "C", "C", "C", "C", "C", "C", "C", "C", "C", "C", "C", "C", "O", "H", "H", "H", "H", "H", "H", "H", "H", "H", "H", "H", "H", "H", "H", "C", "C", "N", "N", "C", "B", "N", "C", "C", "C", "N", "N", "C", "C", "C", "N", "H", "H", "H", "H", "H", "H", "H", "H", "H", "H"], "xyz": [[1.272, -0.178, 0.328], [-0.940, 1.560, -2.248], [-0.625, 1.493, -0.781], [-0.462, 0.278, -0.252], [-0.791, 0.148, 1.022], [-0.457, -0.627, 1.966], [0.934, -1.535, 2.295], [-1.787, -0.725, 3.219], [-2.780, -2.076, 2.433], [-3.987, -1.545, 1.737], [-3.948, -1.182, 0.395], [-5.077, -0.687, -0.232], [-6.261, -0.539, 0.470], [-6.306, -0.880, 1.811], [-5.179, -1.379, 2.437], [-0.458, 2.666, 0.021], [-1.189, 3.841, -0.181], [-1.003, 4.950, 0.612], [-0.052, 4.915, 1.629], [0.723, 3.798, 1.827], [0.555, 2.622, 1.053], [1.318, 1.611, 1.242], [-1.944, 1.180, -2.445], [-0.241, 0.951, -2.820], [-0.881, 2.588, -2.598], [-3.056, -2.741, 3.251], [-2.105, -2.596, 1.755], [-3.027, -1.276, -0.162], [-5.033, -0.414, -1.277], [-7.143, -0.156, -0.024], [-7.223, -0.756, 2.370], [-5.213, -1.638, 3.486], [-1.963, 3.849, -0.938], [-1.611, 5.833, 0.465], [0.073, 5.778, 2.271], [1.461, 3.773, 2.615], [5.282, -0.962, 1.527], [4.018, -0.412, 1.747], [3.239, -0.634, 0.702], [3.956, -1.315, -0.192], [5.195, -1.523, 0.273], [3.365, -1.674, -1.553], [2.938, -0.343, -2.169], [3.305, 0.214, -3.330], [2.838, 1.510, -3.350], [2.179, 1.657, -2.127], [2.240, 0.527, -1.438], [2.104, -2.491, -1.307], [1.849, -3.759, -1.651], [0.571, -4.067, -1.237], [0.118, -2.897, -0.629], [1.056, -1.963, -0.678], [6.124, -0.975, 2.191], [3.653, 0.124, 2.600], [5.923, -2.041, -0.318], [4.136, -2.255, -2.240], [3.883, -0.331, -4.049], [2.948, 2.240, -4.128], [1.693, 2.526, -1.726], [2.587, -4.353, -2.150], [0.043, -4.992, -1.361], [-0.832, -2.714, -0.161]], "lowdin_charge": [0.4053, -0.0291, -0.2735, -0.0508, -0.0910, -1.1270, 0.6358, 0.8227, -0.4159, -0.3034, -0.0411, -0.0897, -0.1114, -0.1010, -0.0587, -0.1335, -0.0585, -0.1338, -0.1141, -0.0194, -0.3478, -0.1102, 0.0760, 0.0724, 0.0722, 0.0675, 0.0602, 0.0987, 0.0967, 0.0920, 0.0944, 0.1080, 0.1046, 0.0834, 0.0917, 0.1044, -0.0675, -0.1465, -0.0402, -0.0140, -0.0891, -0.5269, -0.0118, -0.0840, -0.0633, -0.1333, 0.0364, -0.0148, -0.0870, -0.0632, -0.1494, -0.0129, 0.0802, 0.1042, 0.1082, 0.1158, 0.1103, 0.0829, 0.1136, 0.1084, 0.0822, 0.0854]}

3.
{"formula": "C25H24BF4N5O3PdS3", "method": "wB97M-V/def2-TZVPD", "homo_ev": [-7.159, -7.159], "multiplicity": 1, "relative_energy_kcal_mol": 19.8, "orbital_gap_ev": [3.79, 3.79], "elements": ["Pd", "C", "N", "C", "C", "N", "C", "C", "C", "C", "C", "C", "C", "S", "C", "C", "C", "C", "C", "C", "S", "H", "H", "H", "H", "H", "H", "H", "H", "H", "H", "H", "H", "H", "H", "H", "H", "H", "H", "F", "B", "F", "F", "F", "O", "S", "O", "O", "C", "N", "C", "C", "C", "N", "C", "C", "C", "N", "C", "C", "H", "H", "H", "H", "H", "H"], "xyz": [[0.024, -1.074, 1.015], [-0.592, -1.216, 3.897], [-0.699, -2.047, 2.662], [-2.125, -2.233, 2.342], [-2.691, -0.876, 1.994], [-1.842, -0.151, 1.009], [-1.583, 1.268, 1.400], [-2.374, -0.255, -0.335], [-3.417, 0.545, -0.763], [-3.874, 0.452, -2.075], [-3.289, -0.442, -2.957], [-2.267, -1.279, -2.522], [-1.856, -1.213, -1.197], [-0.834, -2.463, -0.540], [0.044, -3.293, 2.883], [-0.395, -4.223, 3.816], [0.347, -5.362, 4.065], [1.538, -5.577, 3.384], [1.977, -4.656, 2.449], [1.229, -3.506, 2.198], [1.849, -2.362, 1.009], [-1.118, -1.730, 4.704], [-1.034, -0.238, 3.734], [0.447, -1.082, 4.160], [-2.673, -2.686, 3.171], [-2.195, -2.891, 1.483], [-2.849, -0.236, 2.860], [-3.672, -1.083, 1.556], [-2.514, 1.724, 1.748], [-1.241, 1.817, 0.527], [-0.837, 1.359, 2.187], [-3.850, 1.273, -0.087], [-4.671, 1.101, -2.411], [-3.622, -0.487, -3.984], [-1.804, -1.989, -3.194], [-1.312, -4.061, 4.369], [-0.002, -6.079, 4.795], [2.123, -6.465, 3.580], [2.902, -4.815, 1.909], [0.538, 1.469, 4.327], [1.219, 1.598, 3.135], [1.083, 0.209, 2.470], [2.555, 1.802, 3.256], [0.586, 2.496, 2.288], [1.589, 6.444, -2.630], [2.135, 6.444, -3.972], [1.196, 6.803, -5.018], [3.464, 7.001, -4.103], [2.410, 4.682, -4.321], [2.916, 4.354, -5.520], [3.055, 3.068, -5.777], [2.699, 2.072, -4.872], [2.208, 2.515, -3.660], [2.068, 3.806, -3.385], [1.752, 1.611, -2.571], [1.173, 2.169, -1.434], [0.709, 1.348, -0.432], [0.776, 0.011, -0.529], [1.366, -0.545, -1.604], [1.867, 0.224, -2.626], [3.460, 2.809, -6.750], [2.806, 1.028, -5.129], [1.101, 3.246, -1.348], [0.264, 1.761, 0.460], [1.421, -1.620, -1.631], [2.331, -0.274, -3.465]], "lowdin_charge": [0.9123, -0.0100, -0.2527, -0.1813, -0.1261, -0.2279, -0.0375, -0.2892, -0.0007, -0.0444, -0.0525, -0.0780, -0.5504, 0.8344, -0.2692, -0.0197, -0.0619, -0.0599, -0.0932, -0.5517, 0.7616, 0.1154, 0.0760, 0.1104, 0.1371, 0.0747, 0.1292, 0.1449, 0.1175, 0.0881, 0.0630, 0.1261, 0.1159, 0.1158, 0.1142, 0.1170, 0.1115, 0.1136, 0.1115, 0.1594, -1.1799, -0.0973, 0.1998, 0.1225, -0.3691, 0.3862, -0.3539, -0.3489, -0.3227, 0.1391, -0.1100, 0.0011, -0.2314, 0.1572, -0.0911, 0.0686, -0.0764, -0.0909, -0.1603, 0.0273, 0.1115, 0.0976, 0.1384, 0.0672, 0.0559, 0.1164]}

Calculated E_tot (a.u.), listed in the same order as above: -7568.6617 -3684.4575 -3213.4582